# 1
Molecular formula: C7H14O
Method: DFT, wB97M-V/def2-TZVPD

Element x y z (Å)
C: -1.38 1.74 -1.03
O: -2.63 2.42 -0.97
C: -0.61 1.78 0.30
C: 0.56 0.74 0.24
C: 0.39 -0.57 0.92
C: 2.47 -1.66 0.20
C: 1.16 -1.78 0.40
C: 0.46 -3.08 0.14
H: -1.68 0.72 -1.24
H: -0.69 2.11 -1.80
H: -2.40 3.30 -0.68
H: -0.07 2.73 0.44
H: -1.11 1.61 1.25
H: 0.73 0.56 -0.84
H: 1.44 1.24 0.64
H: 0.69 -0.47 1.97
H: -0.67 -0.85 0.95
H: 3.04 -0.76 -0.03
H: 3.13 -2.48 -0.06
H: 0.25 -3.28 -0.91
H: 0.93 -3.87 0.72
H: -0.57 -3.08 0.54

As for the orbital gap: 10.10 eV. The value obtained for the highest occupied orbital energy is -9.2 eV. The LUMO energy comes out at 0.95 eV. Its SMILES is C=C(C)CCCCO. As for the energy above the lowest of the compared OMol25 structures with the same formula, charge and spin: 42.1 kcal per mole.

---

# 2
Molecular formula: C7H14O2S
Method: DFT, wB97M-V/def2-TZVPD

Element x y z (Å)
C: -1.00 -2.08 0.80
C: 0.41 -2.02 1.29
C: -0.09 -0.07 0.03
C: 1.24 2.05 -0.22
C: -1.33 1.97 -0.31
C: 1.75 -0.08 -2.27
C: -0.06 1.45 0.29
O: -1.25 -0.65 0.49
O: 1.02 -0.88 0.73
S: 0.04 -0.48 -1.80
H: -1.11 -2.64 -0.10
H: -1.84 -2.39 1.52
H: 0.35 -1.82 2.37
H: 0.90 -2.96 1.13
H: 1.67 2.88 0.30
H: 1.03 2.34 -1.40
H: 2.01 1.23 -0.24
H: -1.83 2.73 0.31
H: -2.01 1.11 -0.53
H: -1.09 2.41 -1.30
H: 1.88 -0.79 -3.15
H: 2.28 -0.40 -1.38
H: 2.08 0.89 -2.67
H: -0.19 1.57 1.42

As for the orbital gap: 9.44 eV. The value obtained for the highest occupied orbital energy is -8.6 eV. The LUMO energy comes out at 0.87 eV. Its SMILES is CSC1(C(C)C)OCCO1. As for the energy above the lowest of the compared OMol25 structures with the same formula, charge and spin: 67.3 kcal per mole.

---

# 3
Molecular formula: C7H14O3
Method: DFT, wB97M-V/def2-TZVPD

Element x y z (Å)
C: -0.33 -0.60 -0.14
C: 0.28 -0.88 2.33
C: 0.62 0.26 0.28
C: -1.79 -0.28 -0.01
C: 0.03 -1.89 -0.79
C: 0.52 2.50 -2.28
C: 0.43 0.99 -2.16
O: 1.57 -0.93 2.85
O: -0.54 0.06 2.93
O: 0.46 0.26 -3.11
H: 1.95 -0.05 2.81
H: -0.60 -0.11 3.89
H: -0.12 -1.90 2.31
H: 1.67 0.02 0.17
H: 0.36 1.22 0.71
H: -2.25 -0.33 -1.00
H: -2.28 -1.03 0.62
H: -1.96 0.70 0.42
H: -0.66 -2.69 -0.51
H: 1.05 -2.19 -0.57
H: -0.05 -1.74 -1.88
H: 0.59 2.82 -3.33
H: 1.40 2.85 -1.73
H: -0.35 2.95 -1.81

As for the orbital gap (alpha / beta): 7.38 / 6.88 eV. The value obtained for the highest occupied orbital energy (alpha / beta) is -6.8 / -6.3 eV. The LUMO energy (alpha / beta) comes out at 0.62 / 0.54 eV. As for the energy above the lowest of the compared OMol25 structures with the same formula, charge and spin: 135.9 kcal per mole.

---

# 4
Molecular formula: C7H14O4
Method: DFT, wB97M-V/def2-TZVPD

Element x y z (Å)
C: 2.44 1.58 0.08
C: 1.88 -0.78 -0.03
C: 0.90 -1.31 1.08
C: -0.62 -1.39 0.29
C: -1.04 -0.37 -0.76
C: -2.07 0.55 -0.26
C: -1.95 1.23 1.05
H: 1.30 2.36 0.45
H: 3.31 2.35 0.49
H: 2.41 1.60 -1.08
H: 2.62 -1.75 -0.27
H: 1.01 -2.46 1.53
H: 1.03 -0.41 2.00
H: -0.68 -2.38 -0.18
H: -1.24 -1.56 1.11
H: -1.41 -0.65 -1.67
H: -2.21 1.04 -1.26
H: -2.21 0.65 1.99
H: -0.85 1.48 1.37
H: -2.74 2.10 0.86
H: -3.33 -0.79 -0.84
O: 2.79 0.16 0.49
O: 0.05 0.48 -0.91
O: 1.21 -0.36 -1.26
O: -3.34 -0.10 0.03

As for the orbital gap: 10.32 eV. The value obtained for the highest occupied orbital energy is -9.7 eV. The LUMO energy comes out at 0.61 eV. As for the energy above the lowest of the compared OMol25 structures with the same formula, charge and spin: 202.0 kcal per mole.

---

# 5
Molecular formula: C7H14OS2
Method: DFT, wB97M-V/def2-TZVPD

Element x y z (Å)
C: 1.09 -2.22 0.17
C: 0.18 -2.51 -1.01
C: -0.83 -0.32 0.32
C: -0.33 1.69 1.70
C: -0.78 1.86 -0.83
C: 1.38 0.89 -0.12
C: -0.13 1.07 0.29
O: -2.35 -1.96 -1.33
S: -0.15 -1.69 1.40
S: -1.06 -1.21 -1.34
H: 1.68 -3.10 0.61
H: 1.70 -1.40 -0.14
H: 0.75 -2.65 -1.89
H: -0.61 -3.25 -0.80
H: -1.81 -0.16 0.66
H: 0.02 2.69 1.68
H: 0.17 1.18 2.58
H: -1.44 1.87 1.92
H: -0.28 2.92 -0.64
H: -0.50 1.53 -1.82
H: -1.87 1.93 -0.79
H: 1.79 1.93 -0.39
H: 1.59 0.39 -1.07
H: 1.78 0.54 0.84

As for the orbital gap: 9.22 eV. The value obtained for the highest occupied orbital energy is -8.7 eV. The LUMO energy comes out at 0.56 eV. As for the energy above the lowest of the compared OMol25 structures with the same formula, charge and spin: 51.2 kcal per mole.